176
Properties=species:S:1:pos:R:3 method="wB97M-V/def2-TZVPD" spin_multiplicity=1 e_homo_ev=-9.6 gap_ev=9.7 total_charge=0 mol_weight_da=1321.2
C 0.12717 4.92813 -2.15013
O -0.67025 5.29533 -1.30644
N 0.41240 3.62982 -2.57547
N 0.60051 5.95914 -2.99640
H 1.25168 3.56691 -3.16046
H 0.30828 2.86037 -1.88878
H 1.07855 5.71362 -3.81910
H 0.17740 6.82609 -3.00795
C 1.28519 -0.42499 4.72645
O 0.50848 -1.26684 4.21639
N 2.24070 0.04865 3.94823
N 1.36803 -0.08694 6.02752
H 2.92081 0.80893 4.02279
H 2.27123 -0.42140 3.07745
H 1.93803 0.58751 6.43597
H 0.54878 -0.36512 6.49584
C -3.04106 2.35807 3.11620
O -2.98616 3.34710 3.84725
N -3.46232 1.20961 3.63534
N -2.77381 2.40859 1.74789
H -3.31508 0.41678 3.05046
H -3.62674 1.12378 4.59227
H -3.13376 1.62165 1.19465
H -2.87239 3.33597 1.31048
C 3.93875 3.56448 -1.30348
O 4.56928 3.14374 -2.26170
N 3.31762 4.82291 -1.35972
N 3.82783 2.94201 -0.11474
H 2.81541 5.16313 -0.55648
H 3.21993 5.23005 -2.31362
H 3.27644 3.46096 0.56746
H 4.34132 2.21199 0.20967
C -2.90563 -0.92903 -4.47877
O -3.89171 -1.06225 -5.16783
N -2.06086 0.14839 -4.59574
N -2.51076 -1.87968 -3.55163
H -2.44682 1.04939 -4.62327
H -1.30529 0.02053 -3.98878
H -3.16250 -2.61236 -3.27757
H -1.54931 -2.17983 -3.56364
C 5.40891 -0.26707 2.06085
O 4.27426 -0.03912 1.74042
N 6.23420 -1.11812 1.30366
N 5.98573 0.13178 3.27187
H 7.13650 -1.35188 1.65670
H 5.87386 -1.44158 0.35077
H 6.94794 0.39582 3.12464
H 5.54903 0.87546 3.78529
C 4.34747 -3.52007 5.01341
O 3.32222 -3.03415 4.54971
N 5.51717 -2.91666 4.70992
N 4.45274 -4.61733 5.76237
H 5.58419 -2.02235 4.23373
H 6.38234 -3.16531 5.19994
H 5.37536 -4.96258 6.10240
H 3.61030 -5.17363 5.89808
C 0.53135 0.09712 -0.52684
O 0.02752 1.06656 -1.06590
N 0.30137 -0.01338 0.81082
N 1.31595 -0.86924 -1.14385
H -0.59333 0.42303 1.10508
H 0.44316 -0.94909 1.15765
H 1.86103 -1.62840 -0.71289
H 1.65842 -0.58342 -2.01936
C 2.42897 -1.50335 -5.49555
O 3.11194 -0.49722 -5.30033
N 2.47114 -2.54797 -4.57288
N 1.71800 -1.73225 -6.60282
H 1.70263 -3.21658 -4.58163
H 3.17333 -2.55028 -3.88112
H 1.47534 -2.61603 -6.93243
H 1.73375 -0.88017 -7.23824
C 0.46652 -5.63106 -3.23240
O 0.40021 -4.57525 -3.87566
N 0.39998 -6.82883 -3.90680
N 0.80119 -5.66518 -1.93736
H 0.24125 -6.89263 -4.85818
H 0.29958 -7.75924 -3.43523
H 0.79017 -6.57293 -1.48164
H 0.78508 -4.88425 -1.25007
C 0.59602 4.37933 1.57900
O 1.55477 5.04158 1.10496
N 0.48516 3.04437 1.31128
N -0.30971 4.84932 2.48111
H -0.45065 2.61691 1.43639
H 1.05866 2.77363 0.51402
H -0.85451 4.16625 2.99668
H -0.16928 5.83671 2.69719
C 4.21094 3.39415 4.15766
O 4.43693 2.37307 4.75615
N 3.23343 3.63346 3.21545
N 5.05717 4.47241 4.30471
H 3.26658 4.50317 2.74009
H 2.63768 2.87924 2.86975
H 5.73158 4.46628 5.05069
H 4.73567 5.42566 3.98499
C 0.84597 -3.52233 1.41807
O 0.97971 -3.59260 0.17212
N -0.30305 -3.84833 2.03060
N 1.73708 -3.04116 2.29114
H -1.14489 -4.05517 1.59952
H -0.40376 -3.49566 2.96797
H 2.70390 -2.91286 1.99113
H 1.57065 -2.88181 3.26183
C -7.27634 -1.41230 -2.91873
O -7.75987 -1.05379 -1.86803
N -7.91413 -2.06060 -3.98715
N -5.89085 -1.46455 -3.09961
H -7.61673 -1.84759 -4.94632
H -8.89974 -2.09399 -3.95336
H -5.36053 -0.67938 -2.75389
H -5.61959 -1.55466 -4.06807
C -6.58501 -3.11475 -7.49838
O -7.38234 -4.05051 -7.57359
N -6.67432 -2.07018 -8.34131
N -5.68479 -3.08618 -6.50209
H -7.61716 -2.01935 -8.68994
H -6.26631 -1.21564 -8.05817
H -5.64405 -3.85535 -5.86009
H -5.01821 -2.37128 -6.39867
C -3.77821 -1.81977 1.21908
O -3.28309 -2.25609 2.27657
N -5.14877 -1.57340 1.06260
N -2.95866 -1.58305 0.13733
H -5.72058 -1.80461 1.86887
H -5.63249 -1.46742 0.15751
H -1.96277 -1.58958 0.46238
H -3.19492 -1.03521 -0.69784
C -4.26771 5.74464 0.44765
O -5.10266 5.76033 -0.48598
N -4.68679 5.82077 1.76458
N -2.90766 5.61514 0.24158
H -4.13774 5.57529 2.59912
H -5.67683 5.69122 1.91580
H -2.52738 5.92206 -0.64540
H -2.20306 5.64687 0.95719
C -4.25350 1.70401 -1.71983
O -4.00887 0.53430 -1.94247
N -3.24632 2.68010 -1.65763
N -5.50563 2.15322 -1.48328
H -3.34452 3.64658 -1.32844
H -2.23920 2.38455 -1.78762
H -5.69093 3.14123 -1.66340
H -6.24899 1.47686 -1.43738
C 0.84168 -5.13545 6.14100
O 0.09741 -6.06280 6.50162
N 1.60663 -5.15998 4.94734
N 0.98407 -3.95394 6.94680
H 1.33093 -5.87193 4.27463
H 2.05371 -4.28804 4.76871
H 0.03199 -3.79413 7.23035
H 1.44420 -3.23717 6.40727
C -2.24510 -1.68599 6.55703
O -1.36740 -1.00763 7.09048
N -2.23573 -1.93808 5.23406
N -3.36155 -2.10247 7.29967
H -3.09877 -2.29098 4.80993
H -1.45370 -1.62902 4.70362
H -3.43599 -1.88255 8.30931
H -3.90073 -2.89742 7.05895
C 4.96575 -0.26093 -1.89112
O 5.04556 -1.45625 -1.55187
N 4.09403 0.20994 -2.82581
N 5.94634 0.66070 -1.56570
H 4.13713 1.22124 -2.97675
H 3.90803 -0.41024 -3.61013
H 5.75039 1.63498 -1.87656
H 6.37483 0.59063 -0.65604
C 2.55366 3.03000 -5.41669
O 1.86999 3.93400 -4.91619
N 3.93443 2.89094 -5.44585
N 1.87027 2.05136 -6.09970
H 4.41157 3.30019 -4.67916
H 4.17670 1.88994 -5.50616
H 0.89957 2.05177 -5.83486
H 2.32511 1.13740 -6.05102